# 1
Molecular formula: C19H30NRu
Method: DFT, ωB97M-V/def2-TZVPD

XYZ file:
```
51
Properties=species:S:1:pos:R:3:forces:R:3
C 1.457 2.534 -0.006 -0.373 -0.140 0.571
H 1.634 3.027 0.958 -0.321 -0.045 -0.154
H 2.265 2.934 -0.655 -0.777 -0.461 -0.041
H 1.604 1.473 0.172 0.583 -0.441 0.129
C 0.002 2.706 -0.533 0.862 1.406 -0.492
H -0.267 1.820 -1.137 -0.186 0.121 0.065
H -0.756 2.853 0.256 0.451 -0.191 -0.093
C 0.078 3.983 -1.431 -0.171 -0.304 0.071
H -0.871 4.449 -1.753 0.376 -0.359 0.345
H 0.685 4.707 -0.858 -0.466 -0.056 -0.377
H 0.653 3.724 -2.329 -0.103 0.195 0.128
C -0.757 -2.488 -1.330 0.692 0.284 -1.345
C -1.158 -1.260 -2.020 0.220 -1.507 -2.217
C 0.029 -0.560 -2.420 -0.020 0.025 -1.339
C 1.150 -1.196 -1.841 0.266 -0.853 -0.343
C 0.682 -2.356 -1.118 0.311 -0.783 -1.901
C 1.541 -3.198 -0.276 0.534 -0.331 0.392
C 2.563 -0.810 -2.057 0.520 0.290 0.184
C 0.111 0.569 -3.390 0.074 0.431 0.027
C -2.535 -0.808 -2.314 -0.292 0.301 0.036
C -1.654 -3.308 -0.493 -0.502 -0.270 1.022
Ru -0.378 -0.836 -0.131 0.037 4.242 4.600
H 3.200 -1.059 -1.209 -0.014 -0.066 0.011
H 2.991 -1.311 -2.930 -0.193 -0.126 0.002
H 2.680 0.257 -2.231 -0.121 0.035 0.009
H 2.519 -2.737 -0.128 -0.070 -0.102 -0.104
H 1.112 -3.325 0.714 -0.081 -0.368 0.192
H 1.690 -4.179 -0.725 -0.017 -0.160 0.068
H -2.609 -2.809 -0.313 -0.168 -0.164 -0.410
H -1.855 -4.310 -0.881 0.047 0.027 -0.083
H -1.240 -3.438 0.523 0.132 -0.322 -0.302
H -2.549 0.253 -2.566 -0.007 -0.067 -0.081
H -2.970 -1.364 -3.144 -0.073 -0.083 -0.012
H -3.170 -0.931 -1.443 -0.394 -0.151 0.054
H 0.950 1.244 -3.194 -0.087 -0.176 0.136
H 0.267 0.202 -4.411 -0.080 -0.224 0.146
H -0.789 1.176 -3.405 -0.123 0.006 -0.023
N -1.450 -0.066 1.487 0.065 0.337 0.364
C -0.731 0.203 2.737 0.429 -0.102 0.273
C 0.269 -0.687 3.140 -0.317 0.430 0.407
C 0.809 -0.524 4.432 -0.195 -0.143 -1.329
C 0.371 0.517 5.224 -0.576 0.982 0.369
C -0.585 1.453 4.787 0.300 -1.074 -1.582
C -1.124 1.296 3.495 -0.087 0.158 0.489
H -2.069 -0.857 1.661 -0.529 0.356 0.235
H -2.003 0.760 1.219 0.057 -0.440 0.226
H 0.604 -1.478 2.452 -0.109 0.171 0.495
H 1.589 -1.192 4.760 0.028 -0.049 0.163
H 0.780 0.666 6.212 0.119 -0.169 0.082
H -0.905 2.281 5.380 0.001 0.296 0.422
H -1.861 1.998 3.066 0.347 -0.365 0.513
```
Positions in Å, forces in eV/Å.

Its expectation value of S² is 8.761. Its spin multiplicity is 6. Its charge is +2. The HOMO energy (alpha / beta) is -14.902 / -15.429 eV. The energy above the lowest of the compared OMol25 structures with the same formula, charge and spin is 0.00 kcal per mole. Its maximum force is 6.3 eV/Å. Its total energy is -24241.489 eV. The calculation puts the HOMO-LUMO gap (alpha / beta) at 9.04 / 5.15 eV.


# 2
Molecular formula: H37O18
Method: DFT, ωB97M-V/def2-TZVPD

XYZ file:
```
55
Properties=species:S:1:pos:R:3:forces:R:3
O -2.502 1.029 -2.535 -0.114 0.086 1.274
H -0.647 -2.984 -1.016 0.201 -0.105 -0.372
H -2.731 -5.075 -0.302 0.497 0.085 0.128
O -2.717 -4.506 -1.083 0.518 -0.268 0.622
H -1.765 0.275 -2.348 -0.767 -0.612 -1.508
O -0.975 -0.862 -2.768 0.943 -0.564 0.165
H -0.356 -1.373 -2.158 -0.800 0.474 0.176
H -1.087 2.022 -5.384 0.422 -0.057 -0.035
O 0.125 3.264 4.230 -0.231 0.231 0.293
H 0.779 2.610 4.486 0.020 -0.059 -0.163
H -0.117 3.095 3.314 0.547 -0.090 -0.172
O 1.652 2.512 -2.876 -1.041 1.848 -1.998
H 1.743 3.408 -2.516 -0.636 0.191 -0.739
H 2.312 2.139 -2.260 -1.160 -0.468 -1.025
O -0.351 1.603 -1.394 -0.005 0.491 1.363
H -0.389 2.292 -0.709 -0.439 -0.113 0.124
H 0.571 1.343 -1.309 0.104 -0.273 -0.775
O 1.371 0.577 -5.332 0.206 -0.218 -0.793
H -1.752 0.690 3.516 -0.123 0.129 0.270
H 2.886 2.516 -0.473 0.322 0.079 0.240
O 2.124 -4.562 2.025 0.546 -0.173 -0.310
H 2.557 -5.257 1.514 -0.330 0.029 -0.304
H 2.695 -4.554 2.794 -0.135 0.245 0.594
O 2.287 2.328 1.967 -0.666 0.802 -0.749
H 2.959 2.461 2.636 0.195 -0.619 0.061
H -1.970 1.710 -2.067 -0.319 0.269 -0.037
O 2.928 1.858 -1.177 2.110 -1.387 2.892
H 1.751 -0.241 -5.676 -0.106 -0.246 0.414
H 3.758 1.936 -1.654 0.709 0.008 0.515
O 0.101 -1.777 1.704 0.075 0.921 1.175
H -0.429 -1.155 2.243 -0.821 -0.248 -0.221
H 0.955 -1.457 2.020 0.166 -0.390 -0.606
O -1.145 3.166 0.977 -0.676 0.519 0.059
H -1.776 3.056 1.714 0.245 -0.366 0.240
H -1.474 4.022 0.666 0.447 0.022 -0.300
O -0.049 -2.239 -0.841 -0.863 -0.685 0.542
H 2.145 1.414 1.717 0.512 -0.237 0.528
H -0.389 -1.995 0.058 1.033 0.268 -0.481
O 2.734 -1.993 3.639 -0.446 0.692 1.032
H 3.621 -2.349 3.679 0.057 -0.081 -0.588
H 2.335 -2.063 2.776 0.696 -0.818 -0.348
O -0.659 -5.596 1.854 -0.262 0.165 -0.496
H -0.372 -5.969 1.014 0.015 -0.226 0.105
H -0.385 -4.675 1.764 0.145 0.038 0.344
O -1.298 2.025 -4.452 -0.586 0.219 0.295
H -2.455 1.319 -3.487 0.582 -0.171 -0.117
H -0.497 2.010 -3.904 0.491 -0.025 -0.486
O -1.643 0.196 2.702 0.255 -0.225 -0.252
H -0.994 -1.355 -3.593 -0.227 0.299 -0.144
H -1.701 0.877 2.026 -0.030 -0.070 -0.118
O -2.375 2.846 3.480 -0.801 0.536 1.186
H -1.882 3.196 4.245 0.805 -0.217 -0.458
H -3.260 3.039 3.822 -0.357 -0.300 -0.691
H 1.524 1.134 -6.107 -0.092 0.401 0.296
H -3.630 -4.561 -1.327 -0.831 0.262 -0.649
```
Positions in Å, forces in eV/Å.

Its spin multiplicity is 1. Its charge is +1. The HOMO energy is -12.831 eV. The energy above the lowest of the compared OMol25 structures with the same formula, charge and spin is 102.45 kcal per mole. Its maximum force is 3.8 eV/Å. Its total energy is -37448.989 eV. The calculation puts the HOMO-LUMO gap at 10.38 eV.


# 3
Molecular formula: C12H13ClN2O
Method: DFT, ωB97M-V/def2-TZVPD

XYZ file:
```
29
Properties=species:S:1:pos:R:3:forces:R:3
O 1.040 2.370 1.369 0.056 0.252 0.084
C 0.556 1.431 0.769 -0.167 0.070 0.158
N -0.825 1.218 0.816 -0.160 0.522 -0.148
C -1.508 0.032 1.068 -0.170 -0.507 0.110
C -0.859 -1.165 1.369 -0.042 0.184 0.015
C -1.584 -2.318 1.601 -0.227 -0.016 -0.015
C -2.968 -2.285 1.545 0.113 0.134 -0.025
Cl -3.875 -3.731 1.831 -0.114 -0.178 0.032
C -3.631 -1.100 1.269 0.074 -0.127 0.078
C -2.904 0.049 1.036 0.209 0.008 -0.016
N 1.283 0.559 0.021 0.218 -0.075 0.025
C 2.722 0.746 -0.024 0.219 0.052 0.318
C 3.219 1.084 -1.396 0.009 -0.052 0.090
C 2.453 1.041 -2.472 -0.091 0.037 -0.125
C 1.016 0.623 -2.403 -0.024 -0.149 0.228
C 0.762 -0.169 -1.117 -0.315 0.063 -0.455
H -1.310 2.049 1.131 0.231 -0.107 0.003
H 0.217 -1.189 1.437 0.095 -0.016 -0.012
H -1.075 -3.239 1.836 0.026 -0.096 0.022
H -4.709 -1.078 1.240 -0.097 -0.018 0.001
H -3.418 0.975 0.826 -0.060 0.100 -0.067
H 3.212 -0.173 0.328 0.008 0.101 0.011
H 2.971 1.553 0.671 -0.010 -0.186 -0.086
H 4.259 1.369 -1.452 0.142 0.036 -0.098
H 2.838 1.313 -3.444 0.160 0.076 -0.068
H 0.377 1.511 -2.420 -0.094 -0.057 -0.049
H 0.756 0.012 -3.269 -0.047 0.013 -0.012
H 1.288 -1.128 -1.170 -0.100 -0.001 0.009
H -0.302 -0.362 -0.996 0.157 -0.061 -0.009
```
Positions in Å, forces in eV/Å.

Its spin multiplicity is 1. Its structure (SMILES) is O=C(Nc1ccc(Cl)cc1)N1CC=CCC1. The HOMO energy is -8.411 eV. The energy above the lowest of the compared OMol25 structures with the same formula, charge and spin is 0.00 kcal per mole. Its maximum force is 0.6 eV/Å. Its total energy is -30205.508 eV. The calculation puts the HOMO-LUMO gap at 9.14 eV.


# 4
Molecular formula: C30H22N5RhS3
Method: DFT, ωB97M-V/def2-TZVPD

XYZ file:
```
61
Properties=species:S:1:pos:R:3:forces:R:3
Rh -0.023 -0.657 -0.362 1.438 0.248 1.016
S -1.378 4.983 -0.920 0.102 -0.089 -0.039
C -2.187 6.478 -0.892 0.015 0.084 -0.048
C -3.228 6.478 -0.016 -0.047 -0.025 0.061
C -3.372 5.236 0.644 -0.190 0.028 0.105
C -2.440 4.310 0.262 0.126 0.009 -0.056
C -2.289 2.939 0.742 0.024 0.011 0.076
C -1.330 2.080 0.171 0.069 0.104 0.003
N -1.164 0.829 0.560 0.009 -0.531 -0.975
C -1.925 0.324 1.552 -0.076 0.267 0.100
C -2.895 1.091 2.190 -0.145 0.151 0.150
C -3.665 0.482 3.246 0.024 -0.022 -0.034
C -3.448 -0.799 3.614 0.021 -0.014 -0.035
C -2.437 -1.596 2.965 -0.121 -0.137 0.177
C -2.156 -2.927 3.296 -0.012 -0.026 0.041
C -1.155 -3.632 2.643 -0.045 0.093 0.057
C -0.463 -2.950 1.625 0.167 -0.084 -0.077
N -0.734 -1.701 1.296 0.632 0.308 -1.070
C -1.694 -1.014 1.945 -0.040 -0.022 0.049
C -0.805 -5.011 2.971 -0.062 -0.021 0.081
C 0.232 -5.764 2.487 0.138 0.014 -0.124
C 0.289 -7.062 3.046 0.047 0.032 -0.064
C -0.708 -7.274 3.948 -0.016 -0.060 0.038
S -1.711 -5.914 4.125 -0.089 0.057 0.026
C -3.064 2.414 1.765 -0.025 -0.007 0.050
H -1.854 7.289 -1.519 0.027 -0.036 -0.006
H -3.861 7.336 0.151 -0.016 -0.030 0.011
H -4.153 5.043 1.366 0.030 0.020 -0.004
H -0.674 2.435 -0.616 -0.022 -0.069 -0.058
H -4.428 1.074 3.735 0.018 -0.003 0.010
H -4.030 -1.254 4.405 0.002 0.021 -0.004
H -2.732 -3.402 4.082 0.025 0.017 0.006
H 0.329 -3.436 1.073 -0.032 0.027 -0.035
H 0.949 -5.408 1.758 0.001 -0.022 0.032
H 1.034 -7.804 2.798 -0.004 0.026 -0.014
H -0.902 -8.169 4.517 -0.021 0.028 0.009
H -3.804 3.030 2.260 -0.009 -0.010 -0.034
C -3.074 -1.635 -4.072 0.002 -0.004 -0.004
C -1.980 -2.456 -3.844 0.026 -0.023 -0.089
C -1.041 -2.070 -2.912 -0.028 0.133 -0.067
N -1.139 -0.926 -2.213 -0.863 -0.191 0.199
C -2.202 -0.131 -2.446 0.105 -0.118 -0.133
C -3.182 -0.450 -3.362 -0.011 0.074 -0.077
H -3.827 -1.910 -4.799 -0.002 -0.012 0.016
H -1.851 -3.384 -4.383 0.000 0.013 0.000
H -0.169 -2.675 -2.724 -0.032 0.006 0.038
H -2.248 0.794 -1.890 -0.035 -0.024 0.066
H -4.012 0.225 -3.516 0.011 -0.001 -0.003
C 5.612 -3.240 -0.195 0.035 0.031 -0.057
C 4.224 -2.799 -0.499 -0.057 0.042 -0.057
C 3.327 -3.588 -1.232 0.060 0.040 0.032
C 2.030 -3.151 -1.347 -0.177 -0.093 -0.048
N 1.645 -1.978 -0.827 -0.588 0.318 0.071
C 2.596 -1.245 -0.227 0.397 -0.178 0.002
S 1.973 0.294 0.304 -0.894 -0.274 0.584
N 3.834 -1.609 -0.021 0.166 -0.041 -0.021
H 5.929 -4.055 -0.840 -0.002 0.005 -0.005
H 5.657 -3.584 0.841 -0.023 0.015 0.004
H 6.298 -2.400 -0.283 -0.005 -0.004 -0.006
H 3.639 -4.514 -1.692 -0.030 -0.034 0.071
H 1.286 -3.745 -1.862 0.000 -0.015 0.061
```
Positions in Å, forces in eV/Å.

Its spin multiplicity is 1. Its charge is +2. The HOMO energy (alpha / beta) is -13.058 / -13.059 eV. The energy above the lowest of the compared OMol25 structures with the same formula, charge and spin is 18.69 kcal per mole. Its maximum force is 1.8 eV/Å. Its total energy is -74418.880 eV. The calculation puts the HOMO-LUMO gap (alpha / beta) at 5.28 / 5.26 eV.


# 5
Molecular formula: CH14N2O4
Method: DFT, ωB97M-V/def2-TZVPD

XYZ file:
```
21
Properties=species:S:1:pos:R:3:forces:R:3
N 2.121 -1.581 0.114 -2.258 -0.546 -0.282
C 2.256 -1.257 1.519 -0.123 -0.926 1.050
N 0.837 -0.994 1.925 2.027 0.128 -1.246
H 1.439 -2.345 -0.038 1.049 -0.422 0.195
H 1.724 -0.898 -0.531 0.907 0.812 0.185
H 2.541 -2.193 2.064 0.278 1.106 -0.515
H 2.945 -0.398 1.656 -0.700 -0.638 0.220
H 0.519 -0.090 1.601 -0.666 0.087 0.147
H 0.214 -1.759 1.683 -0.370 0.017 0.424
H -2.377 2.536 1.479 -0.224 0.182 0.203
H -2.063 2.704 -0.004 -0.398 0.257 -0.254
O -2.661 3.008 0.689 0.389 -0.232 0.115
H -0.639 1.467 0.552 -0.666 0.008 -0.035
H 0.120 0.666 -0.397 -0.434 -0.117 -0.701
O -0.768 0.679 -0.003 2.012 0.475 0.851
H -2.287 0.494 -0.812 -0.647 -0.136 -0.464
H -3.568 0.907 -0.182 -0.459 0.119 -0.183
O -3.237 0.531 -1.006 0.383 -0.093 0.267
H 1.054 -0.940 -2.846 0.603 -0.112 -0.006
H 0.501 -0.276 -3.982 0.342 0.593 -0.531
O 1.330 -0.260 -3.478 -1.045 -0.563 0.561
```
Positions in Å, forces in eV/Å.

Its expectation value of S² is 0.759. Its spin multiplicity is 2. Its charge is +1. The HOMO energy (alpha / beta) is -13.644 / -13.644 eV. The energy above the lowest of the compared OMol25 structures with the same formula, charge and spin is 30.37 kcal per mole. Its maximum force is 2.4 eV/Å. Its total energy is -12424.353 eV. The calculation puts the HOMO-LUMO gap (alpha / beta) at 9.30 / 4.90 eV.


# 6
Molecular formula: C2H5N3OS
Method: DFT, ωB97M-V/def2-TZVPD

XYZ file:
```
12
Properties=species:S:1:pos:R:3:forces:R:3
H 3.704 -0.400 0.750 -2.577 2.646 -2.531
N 2.912 0.144 0.014 6.467 -1.297 2.533
C 1.866 -0.391 0.324 -5.794 -3.302 0.508
N 0.756 -0.259 -0.569 -1.340 -0.513 -1.719
S -0.717 -1.361 -0.442 1.920 2.572 -0.054
C -2.098 -0.198 -0.076 -0.634 -1.460 1.749
N -2.054 1.161 -0.383 0.866 2.913 4.488
O -3.008 -0.820 0.477 1.023 1.530 -1.504
H 1.493 -1.112 1.169 1.301 1.356 -1.033
H 1.044 -0.075 -1.584 -0.567 -0.336 2.119
H -2.916 1.695 0.324 3.400 -2.187 -2.829
H -0.982 1.616 -0.004 -4.065 -1.922 -1.729
```
Positions in Å, forces in eV/Å.

Its spin multiplicity is 1. Its structure (SMILES) is [H]/N=C/NSC(N)=O. The HOMO energy is -9.474 eV. The energy above the lowest of the compared OMol25 structures with the same formula, charge and spin is 84.95 kcal per mole. Its maximum force is 7.1 eV/Å. Its total energy is -19505.266 eV. The calculation puts the HOMO-LUMO gap at 9.86 eV.


Number 5 is which compound?
CH14N2O4


Number 5 is which compound?
CH14N2O4